Record 1
A structure of composition C50H42AgN8O6PS. Source: the OMol25 dataset; level of theory: ωB97M-V/def2-TZVPD.

XYZ file:
```
109
Properties=species:S:1:pos:R:3:forces:R:3:lowdin_charge:R:1
Ag 0.035105 -0.428756 0.409195 -0.72 -0.11 -0.68 0.73
N 0.661176 -5.716251 2.062611 -0.22 0.06 -0.13 0.09
C -0.126204 -4.584234 1.892254 0.38 -0.26 0.19 -0.15
N 0.313097 -3.398060 1.919148 -0.44 -0.13 -0.11 0.15
C 1.663338 -3.164583 2.086427 -0.35 2.03 0.65 -0.27
N 2.075761 -1.958414 2.371017 1.66 -2.20 0.05 0.08
N 1.367500 -0.892837 2.245653 -0.83 1.91 1.66 -0.04
C 1.341664 -0.008806 3.205702 0.89 -2.64 -0.50 -0.09
C 0.626210 1.216041 3.138511 -1.42 1.76 -0.21 -0.27
C 0.783899 2.196284 4.143932 0.30 -0.84 -0.38 -0.06
C 0.037472 3.347160 4.090034 -0.41 0.29 -0.22 -0.10
C -0.895523 3.498685 3.066385 0.37 -0.04 0.30 -0.06
C -1.011367 2.475734 2.133673 -0.27 0.42 -0.09 -0.13
N -0.273718 1.385162 2.148892 0.49 -0.35 0.75 0.12
C 2.584347 -4.281187 2.092782 0.67 -0.73 -0.05 -0.08
C 3.973396 -4.148652 2.122107 -0.32 -0.20 -0.05 -0.01
C 4.792641 -5.267174 2.166037 0.27 0.29 0.02 -0.11
C 4.252052 -6.536941 2.174876 -0.68 -0.27 -0.03 -0.11
C 2.865236 -6.695665 2.135135 0.59 -0.17 0.04 -0.04
C 2.044558 -5.584324 2.087659 -0.03 0.45 0.07 -0.20
H 0.269312 -6.637775 1.936705 -0.02 0.26 -0.01 0.13
H -1.185636 -4.763126 1.778050 -0.20 -0.07 -0.11 0.11
H 1.826955 -0.242707 4.156903 0.14 0.03 -0.10 0.12
H 1.523530 2.040567 4.917868 0.00 -0.02 0.06 0.10
H 0.168239 4.119408 4.839580 0.00 0.01 0.00 0.09
H -1.508132 4.385553 2.995284 -0.08 0.02 -0.03 0.09
H -1.748455 2.520968 1.343033 -0.06 0.00 -0.20 0.09
H 4.385688 -3.154277 2.103048 0.05 0.18 0.03 0.11
H 5.866835 -5.144534 2.197483 0.05 0.05 -0.03 0.09
H 4.886925 -7.413042 2.202512 0.03 0.01 0.02 0.09
H 2.423801 -7.684928 2.156443 -0.01 -0.04 -0.05 0.10
C -7.504646 1.221693 0.148510 0.07 -0.06 -0.06 -0.06
C -6.877468 0.045050 -0.543828 -0.02 -0.14 -0.10 -0.27
C -7.635314 -1.070349 -0.880778 0.01 0.01 -0.06 -0.05
C -7.053757 -2.151590 -1.523229 -0.16 -0.18 0.02 -0.07
C -5.711130 -2.118019 -1.839751 0.18 -0.54 -0.20 -0.27
C -4.942473 -1.007625 -1.542032 0.08 0.20 -0.02 -0.03
C -5.526524 0.063059 -0.882376 -0.06 -0.03 -0.04 -0.01
S -5.019338 -3.568090 -2.656546 -0.10 -0.56 -0.63 0.63
O -4.794116 -3.228796 -4.037577 0.24 0.31 0.25 -0.31
O -5.940893 -4.661143 -2.411247 0.06 0.33 0.33 -0.34
N -3.585628 -3.975977 -1.994451 -0.74 0.42 -0.65 -0.14
C -3.616007 -4.396517 -0.608199 -0.18 -0.19 0.70 -0.24
C -3.421762 -3.237661 0.377153 0.35 0.14 -0.22 -0.09
C -2.250405 -2.261116 0.013592 -0.74 -0.41 0.66 -0.70
O -1.944661 -2.136643 -1.183525 0.27 -0.22 -0.93 -0.05
O -1.751436 -1.663881 0.977263 -0.30 -0.03 0.50 -0.11
H -8.521365 0.993210 0.460448 -0.10 0.01 0.04 0.06
H -7.534234 2.079999 -0.521598 -0.02 0.11 -0.01 0.08
H -6.925646 1.507807 1.023116 0.05 0.06 0.10 0.08
H -8.691166 -1.100388 -0.644048 -0.08 0.02 0.06 0.10
H -7.617049 -3.036918 -1.780179 -0.11 -0.02 0.06 0.10
H -3.890364 -0.987520 -1.787929 0.16 0.03 0.02 0.11
H -4.911226 0.911941 -0.621629 0.16 0.10 0.02 0.09
H -2.864714 -3.222479 -2.060975 0.06 0.18 -0.09 0.08
H -2.819440 -5.140714 -0.485950 -0.08 0.05 0.04 0.11
H -4.579753 -4.893551 -0.437262 0.29 -0.07 0.09 0.10
H -3.228408 -3.611407 1.384549 -0.10 -0.02 0.00 0.09
H -4.334387 -2.636887 0.415129 0.06 -0.02 0.12 0.10
N 1.936059 0.339506 -0.186049 1.21 0.80 -0.16 -0.30
P 2.869472 1.520749 -0.040885 -0.04 -0.20 -0.26 0.63
C 3.701048 1.812919 1.581204 -0.19 -0.11 0.00 -0.28
C 4.501002 0.771603 2.043028 0.10 0.03 -0.09 -0.11
C 5.069419 0.818475 3.299735 0.13 -0.12 0.11 -0.10
C 4.823316 1.906629 4.125655 0.01 0.06 0.20 -0.12
C 3.992657 2.926247 3.692330 0.12 0.14 0.23 -0.12
C 3.423750 2.874625 2.432654 0.16 0.04 -0.26 -0.10
C 4.328359 1.457769 -1.175943 -0.01 0.02 0.20 -0.27
C 5.629779 1.845684 -0.882727 -0.17 0.08 0.06 -0.11
C 6.623231 1.731902 -1.839515 0.31 0.07 -0.07 -0.12
C 6.325680 1.237282 -3.098584 0.15 -0.04 -0.04 -0.13
C 5.032486 0.828821 -3.390172 0.08 0.01 -0.16 -0.10
C 4.042955 0.932485 -2.431412 -0.13 -0.01 -0.02 -0.07
C 2.302664 3.248661 -0.412426 -0.01 -0.30 -0.03 -0.27
C 3.137958 4.356234 -0.500621 -0.02 -0.08 0.06 -0.10
C 2.614484 5.597301 -0.812250 0.16 0.20 0.01 -0.11
C 1.255078 5.738320 -1.046843 -0.12 0.14 -0.04 -0.12
C 0.420152 4.634615 -0.976670 -0.11 0.19 -0.04 -0.08
C 0.947719 3.394236 -0.663348 -0.02 -0.15 0.13 -0.08
H 4.664432 -0.071073 1.383561 0.02 -0.13 0.02 0.10
H 5.706373 0.011787 3.642733 -0.01 -0.04 0.01 0.09
H 5.265708 1.955375 5.113305 0.04 -0.02 0.03 0.09
H 3.789952 3.771525 4.340394 -0.03 0.00 0.04 0.10
H 2.773810 3.672179 2.099371 -0.07 0.05 0.00 0.10
H 5.868203 2.243959 0.095312 0.03 0.01 0.07 0.09
H 7.636959 2.034303 -1.602256 0.04 0.01 -0.01 0.09
H 7.104750 1.162908 -3.847631 0.03 -0.03 -0.03 0.08
H 4.805816 0.429849 -4.370554 -0.07 -0.02 -0.04 0.09
H 3.027441 0.607850 -2.617383 -0.16 -0.13 -0.07 0.09
H 4.197229 4.248929 -0.309460 0.12 -0.01 -0.02 0.10
H 3.269245 6.460283 -0.870055 -0.01 0.02 -0.01 0.09
H 0.849408 6.714380 -1.283567 -0.03 0.03 -0.04 0.09
H -0.639966 4.743666 -1.165217 -0.07 -0.03 -0.01 0.10
H 0.332603 2.505819 -0.597064 -0.14 -0.11 -0.07 0.07
O -2.848823 1.757702 -0.460104 -0.41 0.27 0.38 -0.01
C -2.153326 1.413827 -1.409809 0.66 -0.24 -0.57 -0.48
N -1.008216 0.707603 -1.381447 -0.31 0.24 0.48 0.08
C -0.501927 0.535651 -2.633890 0.07 0.09 0.04 -0.47
O 0.521929 -0.037869 -2.943167 -0.06 -0.03 -0.38 0.04
C -1.427372 1.231394 -3.606287 -0.44 0.22 -0.12 -0.08
C -1.395043 1.385988 -4.974654 0.09 -0.07 0.18 -0.02
C -2.427457 2.102613 -5.571300 0.00 0.01 -0.19 -0.11
C -3.450718 2.649106 -4.812686 -0.14 0.12 -0.06 -0.11
C -3.477175 2.494328 -3.429752 0.08 -0.06 0.18 -0.03
C -2.456182 1.775793 -2.845884 0.10 -0.06 -0.42 -0.09
H -0.590380 0.963041 -5.558025 0.08 -0.07 -0.04 0.11
H -2.434726 2.231844 -6.646436 -0.01 0.03 -0.05 0.09
H -4.239840 3.204786 -5.304217 -0.04 0.01 -0.04 0.09
H -4.266364 2.923612 -2.826583 -0.06 0.00 0.04 0.10
```
Positions in Å, forces in eV/Å.

Output
HOMO (alpha / beta) = -0.60 / -0.60 eV
charge = -2
HOMO-LUMO gap (alpha / beta) = 0.1657 / 0.1657 hartree
2S+1 = 1
LUMO level (alpha / beta) = 3.909 / 3.909 eV

=====

Record 2
A structure of composition C44H30Cl6F3GeN5O8SSbSeTi. Source: the OMol25 dataset; level of theory: ωB97M-V/def2-TZVPD.

XYZ file:
```
101
Properties=species:S:1:pos:R:3:forces:R:3:lowdin_charge:R:1
Ti 0.282903 1.134100 -0.655868 0.01 0.30 -0.10 1.01
O 3.369745 -3.384218 -4.180178 -0.01 -0.03 -0.01 0.08
C 2.745822 -3.032444 -3.028126 -0.03 -0.01 -0.02 -0.48
O 2.950304 -3.663440 -2.038123 0.03 0.02 0.04 0.14
C 1.864191 -1.830931 -3.088175 0.16 0.10 0.10 -0.08
C 1.607320 -0.990185 -4.158823 -0.28 -0.23 0.00 -0.56
Cl 1.916224 -1.250526 -5.821374 0.07 0.09 -0.01 0.84
N 0.810752 0.017628 -3.758994 0.03 0.14 0.07 -0.02
N 0.489980 -0.150888 -2.463016 0.45 -0.46 0.18 0.04
C 1.137520 -1.231967 -2.036092 -0.37 -0.28 -0.21 -0.17
C 0.895191 -1.574076 -0.579400 -0.25 -0.27 0.01 -0.58
O 1.329962 -2.547446 -0.033753 0.16 -0.08 -0.29 0.06
O 0.093221 -0.689409 -0.015507 0.44 0.60 -0.23 -0.22
C 0.335344 1.149858 -4.485095 -0.15 0.03 -0.08 -0.19
C 1.131484 1.747873 -5.451572 0.04 0.07 0.09 -0.06
C 0.632331 2.828656 -6.159050 0.00 0.00 -0.02 -0.09
C -0.636580 3.320984 -5.886775 0.00 -0.02 0.01 -0.09
C -1.394621 2.747199 -4.876592 0.02 0.05 0.01 -0.06
C -0.912841 1.659411 -4.167546 -0.04 -0.10 -0.08 -0.04
H 3.078999 -2.840748 -4.922657 -0.02 0.00 -0.02 0.00
H 2.147542 1.420259 -5.614609 -0.01 -0.05 -0.02 0.09
H 1.250909 3.295658 -6.914845 0.00 0.01 0.00 0.10
H -1.031163 4.151328 -6.458740 0.02 0.03 0.03 0.10
H -2.375685 3.133255 -4.633097 -0.01 -0.01 -0.02 0.11
H -1.511723 1.210611 -3.388282 -0.02 -0.06 -0.05 0.03
Cl -1.161586 -3.090175 -4.246593 0.03 0.05 0.08 -0.13
Ge -2.269366 -1.936635 -2.534594 -0.20 -0.29 -0.23 0.05
Cl -3.452965 -0.616140 -4.026275 -0.03 0.02 0.04 -0.09
Cl -4.007038 -3.466897 -2.218680 0.05 0.07 0.00 -0.16
O -0.034209 3.012900 -0.066721 0.00 0.09 0.13 -0.42
S 1.117678 3.025664 0.964609 -0.39 0.38 0.43 0.35
O 0.646557 3.506475 2.236104 0.00 -0.12 0.00 -0.30
O 1.306118 1.491291 0.970139 0.11 0.23 -0.03 -0.43
O 2.289542 3.685992 0.458883 0.02 -0.02 0.01 -0.27
Se 4.655560 -0.005652 -0.995309 -0.01 -0.01 -0.03 1.05
N 5.152694 1.379528 -2.041354 0.00 0.01 0.00 -0.27
C 4.059868 2.090334 -2.287413 0.00 -0.01 -0.02 -0.41
C 3.952028 3.260203 -3.059846 -0.01 0.01 -0.02 -0.03
C 2.702440 3.876411 -3.158095 0.00 0.01 -0.01 -0.09
C 1.584645 3.333828 -2.562418 -0.10 0.06 0.04 -0.14
N 1.626418 2.169143 -1.879355 0.31 -0.29 0.13 -0.04
C 2.836535 1.579710 -1.690275 0.04 -0.12 -0.22 -0.47
N 2.915755 0.485499 -0.972212 0.19 0.05 -0.17 -0.25
H 4.826303 3.670079 -3.547477 0.02 0.01 0.04 0.10
H 2.591400 4.798394 -3.713164 -0.01 0.00 0.00 0.10
H 0.616715 3.811434 -2.623323 0.00 0.00 0.01 0.12
F -9.097932 2.753189 -0.777025 0.00 0.00 0.00 0.12
C -8.624534 1.609982 -0.227323 0.00 -0.02 0.05 -0.58
F -9.015047 1.642477 1.069952 0.00 0.00 -0.01 0.12
F -9.301011 0.598823 -0.801106 0.00 0.00 0.00 0.12
C -7.142287 1.483929 -0.375222 0.01 0.00 -0.04 -0.14
C -6.567659 0.311263 -0.844210 -0.02 0.00 0.03 0.00
C -5.193341 0.225317 -0.989148 0.02 0.03 -0.01 -0.02
C -4.384850 1.319668 -0.676784 -0.02 0.04 -0.05 -0.22
C -4.973761 2.485652 -0.174944 0.01 0.00 -0.01 -0.01
C -6.343813 2.568447 -0.026494 -0.02 -0.02 0.02 -0.02
C -2.968158 1.267026 -0.865169 0.03 -0.20 0.02 -0.12
C -1.761246 1.179348 -0.966533 0.04 0.28 0.03 -0.11
H -7.187637 -0.534444 -1.107948 0.00 0.00 -0.01 0.12
H -4.747981 -0.686015 -1.362932 -0.01 0.00 -0.03 0.05
H -4.337312 3.317911 0.094037 0.00 0.00 0.00 0.12
H -6.797422 3.473621 0.357236 0.00 0.01 -0.01 0.12
C 0.341524 -5.482685 6.699243 0.00 0.00 0.00 -0.12
C -0.868340 -5.342896 6.036417 0.00 -0.02 0.01 -0.11
C -0.991077 -4.439590 4.985797 -0.04 0.02 -0.03 -0.13
C 0.083900 -3.650095 4.586871 -0.05 0.02 -0.10 -0.37
C 1.296886 -3.812053 5.257809 0.01 0.05 -0.02 -0.15
C 1.429088 -4.713684 6.303093 0.00 -0.02 0.02 -0.11
Sb 0.003909 -2.227544 2.928013 0.11 -0.30 0.58 1.61
C -2.145008 -2.162201 2.867707 0.09 0.05 -0.03 -0.42
C -2.694007 -2.560265 1.650660 -0.01 0.03 -0.01 -0.14
C -4.067878 -2.521805 1.435878 0.00 0.01 -0.03 -0.09
C -4.907466 -2.079019 2.444934 -0.01 0.01 0.01 -0.09
C -4.374670 -1.691133 3.669278 0.01 0.02 0.00 -0.10
C -3.004570 -1.736368 3.878780 0.00 -0.01 -0.03 -0.15
C 0.563463 -0.642440 4.290971 -0.18 -0.03 -0.03 -0.40
C -0.072687 -0.358424 5.499523 0.07 -0.07 0.02 -0.14
C 0.353581 0.693153 6.298152 0.00 0.02 0.00 -0.11
C 1.431491 1.475913 5.899975 -0.01 0.00 0.03 -0.10
C 2.095183 1.181157 4.720308 0.02 0.01 -0.02 -0.08
C 1.665076 0.124843 3.925033 -0.04 0.06 -0.07 -0.14
H 0.439357 -6.188093 7.516020 0.00 0.01 0.00 0.09
H -1.723651 -5.936844 6.338139 0.00 -0.01 -0.01 0.09
H -1.943290 -4.346347 4.475475 -0.01 0.01 0.02 0.09
H 2.154674 -3.214600 4.963540 0.00 0.00 0.03 0.09
H 2.381019 -4.818122 6.811032 0.00 0.01 0.00 0.09
H -2.049813 -2.890286 0.841290 0.01 0.04 -0.01 0.08
H -4.459771 -2.822280 0.471418 -0.01 -0.01 0.01 0.05
H -5.976544 -2.025268 2.277116 0.00 0.00 0.00 0.10
H -5.027747 -1.334957 4.457660 0.00 0.00 0.00 0.09
H -2.610880 -1.419696 4.835708 -0.01 0.01 0.01 0.08
H -0.892884 -0.978308 5.839707 -0.01 0.00 0.01 0.08
H -0.156301 0.903602 7.231694 -0.01 0.01 0.00 0.09
H 1.747200 2.315709 6.507271 0.02 -0.01 0.01 0.09
H 2.936296 1.784476 4.402367 -0.02 0.02 -0.02 0.11
H 2.178328 -0.076509 2.991119 -0.04 0.05 -0.02 0.09
Cl -3.632441 2.568343 3.675970 -0.03 0.01 0.00 0.49
C -1.886622 2.232521 3.530616 0.22 -0.02 0.02 -0.95
Cl -1.537167 1.080363 2.252232 -0.36 -0.07 0.10 0.70
H -1.549462 1.811959 4.471587 -0.01 0.00 0.00 0.01
H -1.365904 3.151502 3.291803 -0.02 0.02 -0.01 0.01
```
Positions in Å, forces in eV/Å.

Output
HOMO (alpha / beta) = -2.19 / -3.65 eV
charge = -2
HOMO-LUMO gap (alpha / beta) = 0.2091 / 0.2542 hartree
2S+1 = 2
LUMO level (alpha / beta) = 3.500 / 3.270 eV
ΔE to the lowest compared entry with this formula, charge and spin = 139.8 kJ/mol

=====

Record 3
A cluster of 2 separate species, C7H14N in total. Source: the OMol25 dataset; level of theory: ωB97M-V/def2-TZVPD.

XYZ file:
```
22
Properties=species:S:1:pos:R:3:forces:R:3:lowdin_charge:R:1
C 0.500286 -1.301608 1.701505 0.14 0.63 0.53 -0.11
C 0.427016 -0.026245 1.547272 -0.34 -1.24 -0.86 0.08
C 0.435989 -0.127762 -1.955350 -0.93 0.06 1.32 -0.04
C 0.651376 1.287514 -1.527780 2.62 0.36 -0.54 -0.14
C 0.236023 -2.562869 0.971278 0.96 -2.52 2.26 -0.05
C 0.777879 1.347640 1.642448 -1.33 0.53 0.20 -0.04
C -1.665075 0.888314 -0.880757 -2.33 2.90 3.61 -0.10
N -0.308902 0.511989 -0.846768 0.93 -0.86 1.87 -0.19
H 0.779320 -1.572189 2.722122 0.05 0.74 0.47 0.16
H -0.212355 -0.235875 -2.773485 -0.37 -0.37 -1.37 0.10
H 0.994368 -1.018075 -1.652319 0.23 0.69 -0.29 0.11
H 1.604300 1.486753 -0.975651 -0.89 -0.02 -0.51 0.11
H 0.421630 2.105254 -2.239251 -0.37 -0.65 0.61 0.14
H 0.652250 -2.561810 0.014865 -0.21 0.28 -1.90 0.04
H 0.911457 -3.458072 1.465191 -2.11 2.24 -0.80 0.16
H -0.852395 -2.744769 1.097495 0.79 -0.39 -0.58 0.11
H 1.560134 1.380784 0.858585 -0.31 1.16 0.64 0.09
H 1.197168 1.457792 2.658690 0.25 0.10 -0.29 0.13
H -0.151507 2.044059 1.584289 1.87 -1.07 -0.25 0.15
H -2.359227 0.678639 0.024369 1.68 -0.77 -0.98 0.12
H -1.819934 1.997894 -0.808695 0.83 -0.55 -0.42 0.11
H -2.245815 0.640342 -1.677894 -1.16 -1.26 -2.72 0.05
```
Positions in Å, forces in eV/Å.

Output
HOMO = -13.58 eV
charge = +1
HOMO-LUMO gap = 0.3111 hartree
2S+1 = 1
LUMO level = -5.117 eV
ΔE to the lowest compared entry with this formula, charge and spin = 481.6 kJ/mol

=====

no.,largest force on an atom (hartree/bohr),calculated total energy (eV)
1,0.0550,-100861.4666
2,0.0152,-315591.7169
3,0.1009,-8964.0866